# 1
Formula: C27H46AlBrCaCl4FKN2O14
Source: OMol25
Level of theory: wB97M-V/def2-TZVPD

- HOMO: -10.58 eV
- Lowest unoccupied orbital energy: -9.58 eV
- Orbital gap: 1.0 eV
- DFT total energy: -224574.5132 eV

Structure (ORCA input):
```
! wB97M-V def2-TZVPD RIJCOSX def2/J DEFGRID3
* xyz 2 1
H -0.732 0.882 3.799
O -3.804 -3.871 -6.370
H -1.661 8.145 6.583
H 1.866 -3.076 -3.009
H -2.177 -0.792 -2.086
H 4.438 -0.528 -3.407
C -1.038 1.032 1.243
H 5.637 -4.306 -4.373
H -3.424 -0.391 1.605
N -2.151 1.167 2.243
O 2.877 -1.272 -4.417
O -0.979 -5.268 -6.631
O -1.135 6.757 8.736
H 1.434 -1.542 -2.282
H 3.222 -0.280 0.861
H -3.783 2.329 2.772
C 3.660 -0.775 -1.149
H 4.275 -4.148 -3.393
C 2.068 -2.409 -2.180
C 3.536 -1.984 -2.125
C -1.502 1.598 3.535
H -3.382 2.497 -0.232
H 1.250 -3.856 -6.257
H -3.559 -1.159 -1.021
C -1.081 6.310 7.608
H -1.465 6.608 3.369
C 0.524 -3.258 -5.730
H 3.533 0.170 -1.657
O -0.396 4.186 8.486
H -2.286 1.643 4.345
H -0.285 0.418 1.732
O -0.232 -4.077 -4.842
C -3.931 2.141 0.639
H -3.230 -6.342 -5.623
C -0.678 4.872 7.397
H 4.681 -0.819 -0.782
H -1.879 -7.512 -5.475
O -1.608 -5.682 -4.507
H -1.056 2.577 3.381
C -0.955 -5.043 -5.436
C 3.961 -1.491 -3.536
H -2.022 1.048 -0.701
Br 7.818 -0.158 -6.007
C -1.320 0.445 -0.126
H -0.529 4.795 9.233
K 1.647 -5.110 -7.046
H -2.317 -2.385 -1.317
C -2.489 -1.319 -1.182
Cl -0.293 6.035 11.359
H 2.719 -1.907 0.446
Ca 6.487 -6.002 -3.590
H -0.135 -2.739 -6.433
H 4.179 -2.749 -1.712
C -2.907 -0.104 2.514
H -1.677 -1.034 4.032
C 4.961 -2.399 -4.283
C 2.532 0.095 -4.562
H -2.928 -7.171 -4.088
H -4.290 1.132 0.449
H -4.806 2.785 0.720
H 4.556 -2.492 -5.287
Al -4.293 -5.946 -8.529
C -0.617 4.327 6.171
O -2.641 -2.294 -7.426
H -0.371 0.448 -0.684
C 2.773 -0.890 0.092
Cl 0.192 8.654 12.451
H -0.636 2.037 1.124
Cl -2.497 7.627 12.311
C -0.941 5.124 5.013
H -1.234 -1.496 2.379
C -2.461 -6.744 -4.968
O 7.332 -2.374 -4.111
H 2.445 0.590 -3.601
C -3.267 -3.355 -7.416
H 1.788 -0.519 -0.147
O -1.759 -0.894 -0.040
H -2.693 -2.131 3.120
H -2.529 3.193 1.889
H 1.562 0.169 -5.025
H 3.278 0.641 -5.129
C 6.332 -1.787 -4.482
O 6.275 -0.601 -5.097
C -3.114 2.275 1.917
H -3.662 0.154 3.256
O -1.587 7.240 4.100
C -1.388 7.111 6.429
C -0.806 7.206 12.581
F -2.476 1.505 5.888
H 1.757 -2.915 -1.278
C -2.064 -1.246 3.037
H -0.339 3.295 6.014
H 1.053 -2.514 -5.141
O -0.922 4.691 3.866
Cl -0.622 6.503 14.190
O -3.422 -4.136 -8.472
N 5.134 -3.727 -3.725
C -1.322 6.561 5.212
*
```

=====

# 2
Formula: C41H68BF14N5O12PS2
Source: OMol25
Level of theory: wB97M-V/def2-TZVPD

- HOMO: -10.61 eV
- Lowest unoccupied orbital energy: -4.25 eV
- Orbital gap: 6.4 eV
- DFT total energy: -145308.3762 eV

Structure (ORCA input):
```
! wB97M-V def2-TZVPD RIJCOSX def2/J DEFGRID3
* xyz 1 1
S -1.178 -0.389 -4.362
F 2.443 5.143 3.847
H 3.303 7.442 2.685
S -1.229 -5.624 -2.347
C -1.941 -1.757 0.638
C 5.952 0.655 4.744
O 2.220 -5.658 8.046
H 1.816 4.485 -0.111
C 1.500 -2.976 7.334
H 6.478 9.565 2.788
C 1.679 3.963 3.623
C -0.984 2.055 3.052
P -0.030 -1.902 0.552
C -1.484 5.045 -10.875
F 0.032 5.693 3.833
H -6.474 -4.237 -8.236
C -2.270 1.169 3.431
C -2.773 0.671 -7.835
C -2.649 -0.600 1.444
C 4.207 7.880 3.114
C 3.875 5.771 -1.596
F 1.682 3.307 4.877
H -3.912 6.472 -10.465
H 8.064 -0.049 2.970
F -1.143 3.601 5.033
C -5.417 -4.081 -8.014
F -2.449 1.084 4.846
H 1.946 -3.565 8.133
C -3.379 -2.760 -8.863
N -2.364 -3.167 0.700
H 7.736 -1.793 3.018
H -0.547 -4.269 8.822
C -1.476 1.039 -8.503
C -1.469 -0.376 -2.744
C 2.545 5.192 -1.995
C -4.022 5.402 -10.651
H -3.769 -0.856 1.520
F -1.035 2.196 1.644
H 2.753 -6.659 5.183
N -1.845 -2.804 -1.492
H -3.357 -3.220 2.570
C 6.606 8.534 2.454
C -2.141 -0.363 2.942
H -4.898 -5.039 -8.086
O -0.078 -4.794 -2.839
C 5.275 7.954 2.055
C -0.148 -3.643 2.947
H -3.099 -2.050 -9.643
H 2.795 -7.981 8.767
H -4.870 1.028 -7.713
O 2.338 4.800 -3.127
O 5.071 7.562 0.923
H -1.136 -2.646 8.345
C 3.156 -7.823 7.749
H 8.277 -0.968 4.493
H -3.146 -6.893 2.276
H 4.546 5.763 -2.457
H 1.360 -1.941 7.659
H -1.548 4.847 -11.947
H 6.475 0.617 5.702
H -0.669 0.435 -8.083
H 7.050 7.932 3.250
H 2.919 -4.984 5.740
H -1.540 0.841 -9.574
C 2.813 -6.425 7.309
C -1.959 -3.866 -0.482
C 6.242 -0.592 3.952
C -3.720 -5.175 1.620
O -0.018 -3.976 5.803
N -1.674 -5.151 -0.724
O -2.817 -0.186 -6.966
F 0.130 1.312 3.497
B -3.919 -1.552 -1.343
F 0.157 4.793 1.792
C 2.515 3.079 2.598
F -3.469 1.655 2.874
H -1.702 -5.826 0.054
C 0.240 4.456 3.162
H -3.904 2.464 -8.094
C 0.738 -0.140 0.440
H -4.879 5.034 -10.085
H 4.879 0.721 4.934
H 0.852 -1.665 2.866
F 3.044 1.988 3.325
N -2.859 -5.900 2.302
H 2.175 -2.984 6.475
O -2.413 -5.410 -3.242
C -3.521 -3.596 1.496
H -1.262 6.099 -10.698
O -4.752 -2.716 -1.298
H 1.774 -2.939 1.933
H 4.545 7.249 3.939
H 3.747 6.802 -1.261
H 6.262 1.536 4.178
F 3.644 3.783 2.133
C -2.340 -1.488 -0.917
C 7.677 -0.863 3.587
H -0.676 4.443 -10.455
H -2.260 -3.023 -2.407
H -0.397 -4.534 2.266
C -2.781 4.675 -10.206
H 2.675 -8.548 7.090
F -2.147 4.166 3.108
H -3.201 -2.300 -7.890
C -4.013 1.397 -8.280
C 1.477 5.116 -0.935
H 1.122 0.143 1.475
O -5.519 -2.621 -9.885
H -4.198 5.220 -11.713
H 3.972 8.882 3.477
H 4.319 5.169 -0.800
H 0.031 0.618 -0.012
H -1.117 -0.807 3.166
C 0.716 -2.558 2.169
H -1.787 -4.101 7.564
H 1.616 -0.253 -0.292
H -4.189 1.215 -9.342
H -5.648 -2.516 -0.964
O -2.825 3.821 -9.339
F -0.700 -7.204 -2.371
H 4.239 -7.961 7.736
H -2.770 -3.660 -8.974
C 3.231 -6.013 5.922
H -4.532 -3.170 1.181
C -4.836 -3.107 -9.005
H -1.169 -3.159 3.170
O -4.546 -0.347 -1.866
N -1.893 -0.217 -1.544
H 7.277 8.525 1.593
H 1.243 6.119 -0.571
C 0.180 -3.571 6.937
H 4.317 -6.072 5.829
H 0.287 -3.982 3.941
H -4.589 -5.689 1.092
H -2.870 -0.932 3.622
H -5.327 -3.679 -7.002
H 0.573 4.678 -1.362
H -4.573 -0.519 -2.841
C -0.890 -3.649 7.991
C -0.988 3.532 3.645
H -2.607 0.402 0.901
H -1.255 2.093 -8.326
O 5.351 -1.350 3.619
F 1.817 2.531 1.537
*
```

=====

Q: The highest HOMO belongs to which entry?
A: C27H46AlBrCaCl4FKN2O14

=====

Q: Among the records above, which one has the highest orbital gap?
A: C41H68BF14N5O12PS2